Formula: C36H53LaN8O8SSi3
Source: the Open Molecules 2025 dataset
Level of theory: ωB97M-V/def2-TZVPD

- E_tot: -3742.05226 hartree
- Total charge: -2
- Relative energy (zero: lowest compared OMol25 entry of this formula, charge and spin): 4.98 kcal per mole
- HOMO-LUMO gap: 5.971 eV
- E_LUMO: 0.1411 Ha
- F_max: 3.8 eV Å⁻¹

Atoms and positions in Å:
La  11.640  11.519  12.812
O  9.104  14.214  7.137
C  9.562  13.626  8.256
C  9.863  12.257  8.412
C  10.243  11.781  9.605
N  10.262  12.562  10.712
C  10.081  13.880  10.601
C  9.803  14.443  9.335
C  10.318  14.633  11.890
O  10.011  15.838  11.883
O  10.878  13.922  12.773
C  10.676  10.306  9.836
O  10.315  9.453  9.047
O  11.233  10.102  10.968
H  8.968  13.548  6.477
H  9.873  11.645  7.544
H  9.645  15.544  9.287
C  13.063  12.395  17.631
C  12.965  12.280  16.086
N  12.278  11.378  15.521
N  11.722  10.480  16.321
C  11.358  9.338  15.731
N  10.699  8.523  16.649
S  11.429  8.733  14.209
C  13.542  13.317  15.267
C  14.352  14.296  15.865
C  14.769  15.317  15.016
C  14.475  15.325  13.660
C  13.612  14.279  13.145
N  13.213  13.347  13.994
H  12.545  11.504  17.945
H  12.511  13.270  17.988
H  14.134  12.471  17.923
H  10.913  8.770  17.609
H  10.499  7.548  16.430
H  14.608  14.359  16.933
H  15.400  16.130  15.374
H  14.738  16.085  13.015
H  13.206  14.379  12.099
C  3.819  4.834  11.853
Si  5.594  5.322  12.385
C  6.609  3.979  11.287
C  5.925  6.919  11.566
C  5.932  5.393  14.228
Si  4.579  6.018  15.213
C  3.598  7.438  14.287
C  5.115  6.862  16.915
C  3.266  4.782  15.846
Si  7.356  4.779  15.030
C  8.055  5.478  16.669
C  7.311  2.926  15.543
C  8.884  4.937  13.886
C  10.014  4.118  14.117
C  11.173  4.364  13.316
C  11.085  5.301  12.281
C  9.908  5.998  12.116
N  8.866  5.879  12.923
H  3.473  3.916  12.344
H  4.100  4.573  10.816
H  3.184  5.654  11.831
H  7.715  3.875  11.581
H  6.561  4.234  10.197
H  6.193  3.030  11.374
H  5.501  6.931  10.570
H  5.611  7.818  12.062
H  7.042  7.021  11.488
H  4.213  8.345  14.186
H  2.717  7.779  14.846
H  3.318  7.114  13.268
H  6.144  7.271  16.892
H  5.066  6.235  17.850
H  4.468  7.775  17.093
H  2.540  4.557  15.048
H  2.678  5.150  16.678
H  3.784  3.913  16.057
H  7.376  5.210  17.512
H  8.138  6.526  16.525
H  9.006  4.937  16.923
H  6.397  2.848  16.170
H  8.091  2.516  16.176
H  7.276  2.261  14.690
H  9.913  3.322  14.802
H  11.990  3.735  13.412
H  11.929  5.353  11.508
H  9.859  6.720  11.234
C  16.353  10.020  12.040
C  14.991  10.730  12.062
N  14.095  10.378  12.898
O  14.444  9.380  13.765
C  14.740  11.831  11.118
C  15.782  12.258  10.117
N  13.527  12.340  11.077
O  13.227  13.146  10.173
H  17.241  10.627  11.800
H  16.327  9.219  11.269
H  16.455  9.555  13.035
H  13.590  9.056  14.043
H  15.588  13.341  10.171
H  15.497  11.860  9.094
H  16.835  12.043  10.396
C  7.265  10.724  14.943
C  8.242  10.552  13.781
C  8.029  9.513  12.761
O  9.160  11.342  13.725
H  7.788  10.375  15.814
H  6.401  10.022  14.873
H  6.882  11.718  14.967
H  7.134  8.900  12.923
H  8.813  8.693  12.811
H  7.964  10.005  11.790